[1]
An isolated ion of composition C9H16N2 and charge +2 in a non-equilibrium geometry. Source: the Open Molecules 2025 dataset; level of theory: ωB97M-V with the def2-TZVPD basis set.

Each line ends with the natural charge from an NBO analysis.
Geometry (Å):
C 1.186 1.460 -1.667  -0.439
C -1.156 -1.078 -1.690  0.279
C 0.952 0.689 -0.649  0.059
C -0.533 -0.850 0.753  -0.437
C -1.713 -0.678 -0.326  -0.284
C 0.708 -0.010 0.463  -0.133
C -2.214 0.730 -0.461  -0.602
C 1.163 -1.349 -2.413  0.112
C 1.671 0.199 1.780  -0.151
N 0.070 -1.075 -1.887  -0.266
N 0.690 0.483 3.104  -0.729
H 1.833 1.263 -2.550  0.248
H -1.761 -1.186 -2.591  0.269
H -1.063 -0.502 1.663  0.210
H -0.308 -1.891 1.001  0.252
H -2.468 -1.213 0.269  0.289
H -1.613 1.386 -1.136  0.230
H -2.074 1.187 0.626  0.219
H -3.250 0.733 -0.659  0.260
H 1.663 -2.285 -2.616  0.260
H 0.524 2.373 -1.935  0.279
H 1.904 -0.637 -2.733  0.230
H 2.191 1.100 1.720  0.237
H 2.284 -0.649 1.855  0.245
H 0.057 -0.282 3.590  0.471
H 0.028 1.159 2.683  0.443
H 1.231 0.923 3.805  0.449

Computed properties:
HOMO energy (eV): -17.028
2S+1: 1
Structure (SMILES): C=C=C(C[NH3+])C[C@@H](C)C=[N+]=C
Total charge: +2
Orbital gap (Eh): 0.3359
ΔE to the lowest compared entry with this formula, charge and spin (kcal per mole): 97.5
Lowest unoccupied orbital energy (eV): -7.89


[2]
A 2-piece molecular cluster, C3H9NO2 overall in a non-equilibrium geometry. Source: the Open Molecules 2025 dataset; level of theory: ωB97M-V with the def2-TZVPD basis set.

Each line ends with the natural charge from an NBO analysis.
Geometry (Å):
C 1.855 -1.852 0.912  -0.236
O 2.787 -1.057 0.185  -0.735
H 2.327 -0.279 -0.159  0.468
H 2.406 -2.726 1.264  0.166
H 1.466 -1.299 1.760  0.167
H 1.077 -2.236 0.265  0.170
C -1.831 0.654 -1.587  -0.724
C -1.184 0.712 -0.234  0.682
O -0.337 -0.056 0.167  -0.613
N -1.461 1.871 0.457  -0.841
H -1.339 1.878 1.456  0.401
H -1.975 2.644 0.075  0.390
H -1.523 -0.218 -2.150  0.242
H -1.458 1.476 -2.203  0.234
H -2.910 0.739 -1.528  0.229

Computed properties:
HOMO energy (eV): -9.698
2S+1: 1
Structure (SMILES): CC(N)=O.CO
Orbital gap (Eh): 0.3811
ΔE to the lowest compared entry with this formula, charge and spin (kcal per mole): 22.9
Lowest unoccupied orbital energy (eV): 0.67


[3]
C26H28IN2O2Se2V as an isolated structure. Source: the Open Molecules 2025 dataset; level of theory: ωB97M-V with the def2-TZVPD basis set.

Each line ends with the natural charge from an NBO analysis.
Geometry (Å):
V 0.982 0.250 -0.349  1.022
C 5.261 0.643 0.407  -0.661
C 3.836 1.101 0.182  0.463
O 3.001 0.164 -0.035  -0.768
C 3.572 2.460 0.223  -0.500
C 2.299 3.074 0.039  0.291
C 2.214 4.577 0.117  -0.658
N 1.218 2.380 -0.176  -0.455
N 0.052 3.124 -0.322  -0.444
C -0.986 2.355 -0.478  0.508
O -0.981 1.067 -0.495  -0.822
C -2.300 3.046 -0.652  -0.018
C -3.409 2.299 -1.034  -0.210
C -4.650 2.903 -1.195  -0.225
C -4.796 4.263 -0.970  -0.230
C -3.691 5.015 -0.583  -0.233
C -2.454 4.413 -0.426  -0.194
H 5.672 0.274 -0.536  0.216
H 5.259 -0.192 1.109  0.217
H 5.895 1.445 0.783  0.198
H 4.408 3.117 0.420  0.194
H 3.205 5.007 0.257  0.197
H 1.565 4.869 0.943  0.228
H 1.760 4.973 -0.791  0.232
H -3.280 1.237 -1.196  0.239
H -5.504 2.306 -1.494  0.203
H -5.764 4.735 -1.091  0.198
H -3.799 6.078 -0.401  0.199
H -1.584 4.982 -0.127  0.232
C 0.388 -0.435 3.944  -0.799
Se 0.036 0.681 2.395  0.415
C -1.890 0.348 2.332  -0.567
C -2.296 -1.094 2.036  -0.580
Se -2.735 -1.435 0.161  0.338
C -2.968 -3.342 0.438  -0.804
H -0.187 -0.066 4.791  0.212
H 1.452 -0.343 4.148  0.231
H 0.146 -1.476 3.741  0.212
H -2.260 1.039 1.578  0.255
H -2.278 0.658 3.303  0.209
H -3.180 -1.353 2.620  0.206
H -1.501 -1.795 2.296  0.215
H -2.006 -3.771 0.716  0.226
H -3.287 -3.765 -0.512  0.223
H -3.721 -3.543 1.199  0.200
I 0.760 -0.292 -3.236  0.275
C 1.112 -2.346 -2.913  -0.067
C 1.339 -3.113 -4.017  -0.289
C 1.514 -4.506 -3.850  -0.227
C 1.434 -5.054 -2.606  -0.210
C 1.196 -4.255 -1.459  0.030
C 1.104 -4.838 -0.176  -0.276
C 0.887 -4.039 0.910  -0.201
C 0.765 -2.640 0.763  -0.282
C 0.836 -1.977 -0.454  -0.361
C 1.047 -2.837 -1.582  -0.178
H 1.377 -2.671 -5.003  0.215
H 1.701 -5.126 -4.718  0.201
H 1.552 -6.125 -2.475  0.195
H 1.217 -5.912 -0.072  0.192
H 0.823 -4.483 1.900  0.191
H 0.625 -2.062 1.672  0.180

Computed properties:
<S²>: 3.76
HOMO energy (spin up / spin down) (eV): -3.417 / -3.999
2S+1: 4
Total charge: -1
Orbital gap (spin up / spin down) (Eh): 0.2153 / 0.2366
ΔE to the lowest compared entry with this formula, charge and spin (kcal per mole): 0.0
Lowest unoccupied orbital energy (spin up / spin down) (eV): 2.44 / 2.44


Which of these has the highest ΔE to the lowest compared entry with this formula, charge and spin?
C9H16N2


Repeat the second record exactly.
A 2-piece molecular cluster, C3H9NO2 overall in a non-equilibrium geometry. Source: the Open Molecules 2025 dataset; level of theory: ωB97M-V with the def2-TZVPD basis set.

Each line ends with the natural charge from an NBO analysis.
Geometry (Å):
C 1.855 -1.852 0.912  -0.236
O 2.787 -1.057 0.185  -0.735
H 2.327 -0.279 -0.159  0.468
H 2.406 -2.726 1.264  0.166
H 1.466 -1.299 1.760  0.167
H 1.077 -2.236 0.265  0.170
C -1.831 0.654 -1.587  -0.724
C -1.184 0.712 -0.234  0.682
O -0.337 -0.056 0.167  -0.613
N -1.461 1.871 0.457  -0.841
H -1.339 1.878 1.456  0.401
H -1.975 2.644 0.075  0.390
H -1.523 -0.218 -2.150  0.242
H -1.458 1.476 -2.203  0.234
H -2.910 0.739 -1.528  0.229

Computed properties:
HOMO energy (eV): -9.698
2S+1: 1
Structure (SMILES): CC(N)=O.CO
Orbital gap (Eh): 0.3811
ΔE to the lowest compared entry with this formula, charge and spin (kcal per mole): 22.9
Lowest unoccupied orbital energy (eV): 0.67


What is the formula in the second record?
C3H9NO2